{"formula": "C5H9NO", "method": "ωB97M-V/def2-TZVPD", "multiplicity": 1, "orbital_gap_ev": [7.6, 8.3], "relative_energy_kj_mol": 506.0, "max_force_ev_per_a": 0.96, "symbols": ["C", "O", "C", "C", "C", "C", "N", "H", "H", "H", "H", "H", "H", "H", "H", "H"], "xyz": [[2.07, 0.66, -0.70], [1.46, -0.39, -0.46], [-0.40, -0.09, 0.22], [-1.21, -0.18, -1.06], [-0.55, -1.26, 1.15], [-0.12, 1.27, 0.72], [-1.11, 1.64, 1.34], [1.82, 1.29, -1.58], [0.87, 1.77, 0.40], [2.97, 0.94, -0.14], [-1.08, -1.16, -1.52], [-0.93, 0.60, -1.78], [-2.27, -0.05, -0.81], [-1.62, -1.43, 1.37], [-0.01, -1.11, 2.09], [-0.17, -2.16, 0.65]], "mulliken_charge": [-0.4652, -0.4324, 0.9901, -1.2800, -1.3244, 0.0431, -0.5646, 0.3527, 0.2515, 0.3518, 0.3562, 0.2990, 0.3846, 0.3284, 0.3311, 0.3782]}

=====

{"formula": "C4H8NO2", "method": "ωB97M-V/def2-TZVPD", "multiplicity": 1, "orbital_gap_ev": 9.0, "relative_energy_kj_mol": 248.0, "max_force_ev_per_a": 3.41, "total_charge": 1, "symbols": ["N", "C", "C", "O", "C", "C", "O", "H", "H", "H", "H", "H", "H", "H", "H"], "xyz": [[1.07, 1.36, 1.20], [-0.16, 0.53, 1.14], [-0.15, -0.30, -0.15], [1.11, -0.48, -0.69], [-1.22, -0.68, -0.82], [-1.19, -1.34, -2.13], [-2.18, -1.70, -2.63], [1.69, 0.74, 0.63], [1.57, 1.50, 2.18], [1.01, 2.34, 0.89], [0.06, -0.03, 2.07], [-1.04, 1.19, 1.19], [1.74, -1.02, -0.17], [-2.21, -0.55, -0.34], [-0.09, -1.55, -2.38]], "mulliken_charge": [-0.3151, -0.6700, 0.6487, -0.6821, -0.2194, -0.0786, -0.3975, 0.3448, 0.4068, 0.3504, 0.2744, 0.3826, 0.3851, 0.3074, 0.2626]}

=====

{"formula": "C9H6N2O", "method": "ωB97M-V/def2-TZVPD", "multiplicity": 1, "orbital_gap_ev": 8.4, "relative_energy_kj_mol": 51.4, "max_force_ev_per_a": 4.12, "symbols": ["N", "C", "C", "C", "O", "C", "N", "C", "C", "C", "C", "C", "H", "H", "H", "H", "H", "H"], "xyz": [[0.47, -3.60, 0.15], [0.33, -2.47, -0.11], [0.03, -1.05, -0.41], [-0.14, -0.47, -1.67], [-0.44, -1.18, -2.79], [-0.21, 0.94, -1.59], [-0.11, 1.28, -0.27], [-0.14, 2.43, 0.43], [0.15, 2.46, 1.77], [0.23, 1.25, 2.50], [0.04, 0.03, 1.88], [-0.14, 0.04, 0.50], [-0.42, -2.12, -2.51], [-0.30, 1.72, -2.34], [-0.08, 3.34, -0.12], [0.31, 3.38, 2.24], [0.39, 1.28, 3.60], [0.19, -0.83, 2.53]], "mulliken_charge": [-0.4910, -0.2931, 0.0677, 1.1843, -0.5417, -1.0420, 0.1138, -0.1955, -0.5563, -0.2339, -0.6683, 0.5384, 0.2974, 0.4012, 0.3341, 0.4049, 0.3309, 0.3491]}

=====

{"formula": "C45H42N4O2PTi", "method": "ωB97M-V/def2-TZVPD", "multiplicity": 1, "orbital_gap_ev": [6.3, 6.3], "relative_energy_kj_mol": 0.0, "max_force_ev_per_a": 0.60, "total_charge": 1, "symbols": ["Ti", "C", "C", "C", "C", "C", "C", "C", "C", "N", "C", "C", "C", "C", "N", "C", "C", "C", "C", "C", "C", "C", "C", "H", "H", "H", "H", "H", "H", "H", "H", "H", "H", "H", "H", "H", "H", "H", "H", "H", "H", "H", "H", "H", "H", "H", "H", "O", "C", "O", "C", "C", "C", "C", "C", "C", "P", "C", "C", "C", "C", "C", "C", "C", "C", "C", "C", "C", "C", "H", "H", "H", "H", "H", "H", "H", "H", "H", "H", "H", "H", "H", "H", "N", "C", "C", "C", "C", "N", "C", "C", "H", "H", "H", "H"], "xyz": [[-0.42, 0.83, -0.12], [2.84, -0.28, 1.85], [3.11, -0.59, 0.40], [4.03, -1.57, 0.06], [4.34, -1.83, -1.27], [3.74, -1.09, -2.27], [2.81, -0.10, -1.96], [2.18, 0.70, -3.07], [2.49, 0.13, -0.62], [1.51, 1.12, -0.31], [1.90, 2.45, -0.29], [3.34, 2.85, -0.25], [0.85, 3.34, -0.34], [1.01, 4.83, -0.42], [-0.38, 2.73, -0.41], [-1.52, 3.49, -0.84], [-2.41, 4.01, 0.11], [-2.18, 3.82, 1.58], [-3.52, 4.71, -0.34], [-3.74, 4.89, -1.70], [-2.84, 4.38, -2.62], [-1.72, 3.67, -2.21], [-0.76, 3.12, -3.22], [3.52, -0.83, 2.49], [1.82, -0.55, 2.14], [2.97, 0.78, 2.05], [4.53, -2.13, 0.85], [5.06, -2.60, -1.52], [3.98, -1.29, -3.30], [2.21, 0.15, -4.01], [2.71, 1.64, -3.23], [1.14, 0.96, -2.85], [3.97, 2.04, 0.12], [3.49, 3.72, 0.40], [3.71, 3.12, -1.24], [1.39, 5.13, -1.40], [1.73, 5.19, 0.33], [0.07, 5.34, -0.26], [-2.38, 2.79, 1.88], [-2.84, 4.47, 2.15], [-1.15, 4.06, 1.86], [-4.21, 5.12, 0.38], [-4.61, 5.45, -2.04], [-3.01, 4.53, -3.68], [-0.92, 3.58, -4.19], [-0.90, 2.04, -3.34], [0.28, 3.28, -2.94], [-2.59, 0.63, 0.14], [-2.44, -0.09, -0.88], [-1.50, 0.23, -1.71], [-3.05, -1.44, -1.00], [-4.36, -1.68, -1.39], [-4.80, -2.99, -1.47], [-3.94, -4.04, -1.17], [-2.64, -3.79, -0.76], [-2.18, -2.48, -0.66], [-0.47, -2.07, -0.11], [-0.28, -2.98, 1.45], [1.00, -3.22, 1.95], [1.17, -3.78, 3.21], [0.07, -4.11, 3.98], [-1.21, -3.87, 3.50], [-1.38, -3.31, 2.24], [0.51, -2.96, -1.36], [1.10, -4.20, -1.12], [1.76, -4.86, -2.14], [1.81, -4.31, -3.41], [1.21, -3.08, -3.66], [0.57, -2.40, -2.63], [-5.02, -0.86, -1.63], [-5.81, -3.20, -1.79], [-4.29, -5.06, -1.25], [-1.98, -4.61, -0.52], [1.87, -2.96, 1.36], [2.17, -3.97, 3.58], [0.21, -4.56, 4.96], [-2.07, -4.13, 4.09], [-2.39, -3.14, 1.87], [1.05, -4.65, -0.13], [2.22, -5.82, -1.95], [2.32, -4.83, -4.21], [1.24, -2.65, -4.65], [0.10, -1.45, -2.83], [-0.35, 0.96, 7.39], [-0.38, 0.95, 6.25], [-0.42, 0.94, 4.81], [0.38, 1.81, 4.08], [0.33, 1.74, 2.70], [-0.46, 0.88, 2.05], [-1.25, 0.06, 2.76], [-1.26, 0.05, 4.14], [1.03, 2.51, 4.57], [0.95, 2.39, 2.08], [-1.90, -0.59, 2.20], [-1.90, -0.63, 4.68]], "mulliken_charge": [-0.1535, -0.9307, 0.8796, -0.4958, -1.2772, -0.7522, 0.8542, -1.6161, -1.2428, 2.2867, 0.3559, -1.8230, 0.1186, -2.0294, 1.9919, -1.3728, 1.3623, -0.8428, -1.2800, -1.0187, -1.2233, 1.2999, -0.9910, 0.5125, -0.1088, 0.3098, 0.5015, 0.4442, 0.4920, 0.5229, 0.3571, -0.0528, 0.3965, 0.5193, 0.2522, 0.3252, 0.5096, 0.3877, 0.0720, 0.6025, 0.1294, 0.4826, 0.4354, 0.4923, 0.5758, 0.0819, 0.0812, -0.6866, 1.0601, -0.5318, 0.1206, -0.4584, -0.6624, -0.7970, -0.0220, -0.7616, 2.7927, 0.4706, -0.6295, -0.9820, -0.7881, -0.7582, -1.0487, 0.7883, -0.6495, -0.7961, -0.6465, -0.7985, -0.7383, 0.6049, 0.4298, 0.4620, 0.5288, 0.7477, 0.4731, 0.4410, 0.4744, 0.3515, 0.4834, 0.4711, 0.4284, 0.4682, 0.3528, -0.4300, -0.3656, 0.3877, -1.0528, -0.0988, 1.5771, -0.6611, -0.9965, 0.6382, 0.2265, 0.5757, 0.5838]}

=====

{"formula": "C25H35N5O4", "method": "ωB97M-V/def2-TZVPD", "multiplicity": 1, "orbital_gap_ev": 8.5, "relative_energy_kj_mol": 128.0, "max_force_ev_per_a": 0.94, "symbols": ["C", "C", "C", "C", "C", "N", "C", "O", "C", "N", "C", "N", "C", "C", "O", "N", "C", "C", "N", "C", "C", "C", "C", "C", "C", "C", "C", "C", "O", "O", "C", "C", "C", "C", "H", "H", "H", "H", "H", "H", "H", "H", "H", "H", "H", "H", "H", "H", "H", "H", "H", "H", "H", "H", "H", "H", "H", "H", "H", "H", "H", "H", "H", "H", "H", "H", "H", "H", "H"], "xyz": [[3.76, 2.81, 2.45], [3.58, 1.67, 3.45], [3.79, 2.19, 4.87], [2.20, 1.02, 3.34], [1.95, 0.29, 2.02], [1.66, 1.19, 0.94], [1.50, 0.70, -0.31], [1.89, -0.40, -0.66], [0.81, 1.65, -1.21], [0.63, 2.95, -0.83], [0.02, 3.53, -1.83], [-0.21, 2.68, -2.84], [0.26, 1.45, -2.46], [0.14, 0.35, -3.43], [0.27, 0.60, -4.63], [-0.12, -0.90, -2.98], [-0.66, -1.23, -1.68], [-2.10, -1.76, -1.90], [-2.64, -1.26, -3.15], [-3.00, 0.08, -3.24], [-3.49, 0.60, -4.45], [-3.87, 1.92, -4.56], [-3.81, 2.77, -3.47], [-3.38, 2.26, -2.25], [-2.99, 0.94, -2.14], [-1.94, -1.89, -4.25], [-0.41, -1.92, -3.96], [0.77, -0.68, 2.16], [-0.31, -0.47, 1.65], [1.11, -1.73, 2.89], [0.18, -2.82, 3.14], [-0.25, -3.44, 1.82], [-1.02, -2.30, 3.93], [1.00, -3.81, 3.97], [4.74, 3.27, 2.58], [3.69, 2.45, 1.42], [3.00, 3.58, 2.60], [4.34, 0.91, 3.24], [3.70, 1.38, 5.59], [4.78, 2.64, 4.97], [3.05, 2.95, 5.11], [2.11, 0.28, 4.14], [1.42, 1.77, 3.48], [2.83, -0.31, 1.74], [1.19, 2.06, 1.14], [-0.27, 4.57, -1.85], [-0.66, 2.85, -3.73], [-0.66, -0.35, -1.04], [-0.03, -1.99, -1.21], [-2.11, -2.85, -1.96], [-2.75, -1.47, -1.07], [-3.58, -0.04, -5.31], [-4.23, 2.29, -5.51], [-4.10, 3.80, -3.56], [-3.34, 2.90, -1.38], [-2.66, 0.60, -1.17], [-2.12, -1.34, -5.17], [-2.32, -2.91, -4.38], [-0.09, -2.88, -3.56], [0.15, -1.70, -4.87], [-0.86, -2.74, 1.25], [-0.84, -4.34, 2.01], [0.62, -3.71, 1.23], [-1.58, -1.58, 3.35], [-0.68, -1.83, 4.85], [-1.67, -3.14, 4.18], [0.39, -4.67, 4.22], [1.86, -4.14, 3.40], [1.34, -3.34, 4.88]], "mulliken_charge": [-1.4159, 0.9597, -1.6510, -1.2874, 0.0798, 0.1698, 0.0155, -0.7133, 1.9594, -0.7345, -0.5961, 0.1234, -0.2490, 0.0926, -0.7436, 0.2550, 0.1046, -1.3866, 0.0165, 0.8403, -0.4396, -0.7111, -0.6525, -0.8079, -0.1141, -0.7055, -0.9909, 0.1469, -0.6309, -0.2430, 1.7110, -1.4988, -1.6069, -1.8262, 0.4454, 0.2859, 0.3001, 0.2540, 0.3922, 0.4302, 0.3614, 0.3654, 0.4304, 0.2841, 0.3955, 0.4533, 0.2898, -0.3248, 0.4383, 0.2483, 0.5325, 0.4308, 0.3939, 0.4126, 0.4289, 0.3098, 0.2456, 0.4238, 0.3352, 0.4851, 0.1889, 0.5178, 0.3805, 0.3078, 0.3716, 0.4830, 0.4102, 0.3997, 0.4229]}

=====

{"formula": "C8H17N4O", "method": "ωB97M-V/def2-TZVPD", "multiplicity": 1, "orbital_gap_ev": 8.6, "relative_energy_kj_mol": 688.9, "max_force_ev_per_a": 6.00, "total_charge": 1, "symbols": ["C", "O", "C", "C", "C", "C", "C", "N", "C", "N", "C", "N", "N", "H", "H", "H", "H", "H", "H", "H", "H", "H", "H", "H", "H", "H", "H", "H", "H", "H"], "xyz": [[-1.60, 1.41, 2.67], [-2.21, 0.31, 1.90], [-2.71, 0.81, 0.60], [-2.79, -0.50, -0.44], [-1.33, -0.71, -1.17], [-0.49, -2.02, -0.62], [0.71, -1.67, 0.44], [2.10, -1.65, -0.16], [2.72, -0.49, -0.64], [4.10, -0.28, -1.23], [4.20, 1.20, -1.55], [2.90, 1.89, -1.18], [2.09, 0.89, -0.66], [-1.99, 2.48, 2.38], [-1.90, 1.22, 3.81], [-0.42, 1.41, 2.62], [-1.95, 1.61, 0.19], [-3.77, 1.32, 0.72], [-3.21, -1.45, 0.10], [-3.57, -0.16, -1.28], [-0.70, 0.26, -1.00], [-1.48, -0.80, -2.35], [-1.29, -2.67, 0.00], [-0.14, -2.70, -1.51], [0.72, -2.54, 1.25], [0.53, -0.62, 0.97], [2.70, -2.51, -0.19], [5.04, 1.85, -2.03], [2.58, 2.88, -1.26], [1.15, 1.23, -0.37]], "mulliken_charge": [-0.5976, -0.3100, -0.3789, -0.6737, -0.2004, -0.5726, -0.5068, -0.0479, 0.2484, -0.4611, 0.0546, -0.3547, 0.2321, 0.3019, 0.2555, 0.1752, 0.2855, 0.2990, 0.3485, 0.2814, -0.0991, 0.3993, 0.3362, 0.2962, 0.3414, 0.1379, 0.2964, 0.3523, 0.2772, 0.2839]}

=====

{"formula": "C6H7BrN2O2", "method": "ωB97M-V/def2-TZVPD", "multiplicity": 1, "orbital_gap_ev": 8.5, "relative_energy_kj_mol": 259.8, "max_force_ev_per_a": 1.21, "symbols": ["N", "C", "C", "C", "C", "C", "C", "Br", "N", "O", "O", "H", "H", "H", "H", "H", "H", "H"], "xyz": [[1.54, -0.24, 1.60], [0.75, -0.44, 0.41], [-0.24, -1.55, 0.64], [-1.35, -1.66, -0.10], [-1.67, -0.68, -1.11], [-1.01, 0.48, -1.17], [0.04, 0.79, -0.18], [-0.80, 1.89, 1.32], [1.01, 1.78, -0.73], [0.55, 2.71, -1.35], [2.18, 1.59, -0.52], [2.31, 0.39, 1.43], [0.98, 0.10, 2.37], [1.45, -0.78, -0.38], [0.03, -2.26, 1.39], [-2.03, -2.49, 0.04], [-2.47, -0.89, -1.80], [-1.26, 1.27, -1.86]], "mulliken_charge": [-0.7053, 0.2851, -0.8172, -0.3089, -0.2242, -0.6977, 0.1254, -0.1244, 1.0085, -0.5679, -0.6011, 0.3048, 0.2744, 0.4135, 0.4287, 0.4008, 0.4094, 0.3961]}

=====

{"formula": "C23H32AsBrFeNO2S4", "method": "ωB97M-V/def2-TZVPD", "multiplicity": 6, "orbital_gap_ev": [5.4, 6.2], "max_force_ev_per_a": 2.95, "total_charge": -2, "symbols": ["Fe", "C", "C", "C", "C", "C", "C", "C", "C", "C", "C", "C", "C", "C", "C", "C", "C", "C", "H", "H", "H", "H", "H", "H", "H", "H", "H", "H", "H", "H", "H", "H", "H", "H", "H", "H", "H", "H", "H", "H", "H", "H", "H", "H", "H", "H", "H", "S", "As", "S", "S", "S", "Br", "C", "C", "C", "C", "C", "N", "C", "O", "O", "H", "H", "H"], "xyz": [[0.10, -0.82, 0.38], [0.32, 1.46, -0.15], [-1.07, 1.21, -0.55], [-0.91, 0.31, -1.73], [0.44, 0.10, -1.97], [1.20, 0.86, -1.08], [2.70, 1.02, -1.17], [3.56, 0.99, 0.14], [2.97, 2.37, -1.85], [3.33, -0.14, -2.02], [-1.94, -0.41, -2.65], [-1.27, -1.61, -3.39], [-2.41, 0.52, -3.79], [-3.17, -1.03, -1.96], [-2.27, 1.86, 0.19], [-3.31, 2.34, -0.84], [-1.77, 3.19, 0.87], [-2.82, 0.94, 1.27], [0.59, 2.11, 0.67], [0.89, -0.45, -2.80], [3.26, 1.79, 0.79], [4.64, 1.18, 0.02], [3.32, 0.11, 0.71], [2.59, 3.20, -1.22], [2.47, 2.41, -2.84], [4.08, 2.55, -2.01], [2.85, -1.04, -1.77], [4.44, -0.23, -1.80], [3.47, 0.02, -3.10], [-0.46, -1.29, -4.07], [-2.03, -2.09, -3.99], [-0.82, -2.29, -2.68], [-1.53, 0.69, -4.38], [-2.73, 1.50, -3.54], [-3.25, 0.05, -4.37], [-2.88, -1.74, -1.21], [-3.74, -1.57, -2.76], [-3.88, -0.36, -1.51], [-2.88, 3.01, -1.57], [-4.12, 2.87, -0.36], [-3.68, 1.45, -1.33], [-1.10, 3.69, 0.23], [-1.27, 3.05, 1.80], [-2.61, 3.88, 0.98], [-2.92, -0.04, 0.80], [-3.76, 1.32, 1.70], [-2.06, 0.90, 2.05], [-2.31, -4.86, 4.40], [-0.93, -3.36, 4.35], [-1.49, -2.34, 1.26], [-1.55, -1.56, 3.19], [-0.43, -2.64, 6.25], [0.51, 1.40, 3.24], [1.42, -0.31, 3.28], [1.92, -0.75, 4.47], [2.50, -2.00, 4.42], [2.53, -2.77, 3.25], [2.06, -2.16, 2.09], [1.49, -0.93, 2.13], [2.00, -2.87, 0.82], [2.55, -3.99, 0.87], [1.53, -2.32, -0.19], [1.83, -0.27, 5.45], [2.85, -2.42, 5.36], [2.93, -3.73, 3.19]], "mulliken_charge": [0.7991, -1.2884, -0.2913, 0.6100, -0.2979, -0.3600, 2.2717, -1.7017, -1.7728, -2.0402, 1.8506, -2.1151, -1.8745, -1.5766, 2.3149, -1.8558, -2.0084, -1.3477, 0.7733, 0.2940, 0.3468, 0.4648, 0.2539, 0.2729, 0.3313, 0.4116, 0.4235, 0.4079, 0.2979, 0.3350, 0.5156, 0.3801, 0.4422, 0.1872, 0.4563, 0.1544, 0.5125, 0.2790, 0.2746, 0.5342, 0.2712, 0.4923, 0.1684, 0.4379, 0.1112, 0.3803, 0.0028, -0.5303, 0.2264, -0.4678, -0.0981, -0.6063, -0.0984, 0.0134, -0.5712, -0.4097, -0.8162, 0.6135, 0.8894, 0.1962, -0.8208, -0.3339, 0.3840, 0.2881, 0.6127]}